[1]
{
  "formula": "C29H56BrClF3INO5S",
  "method": "wB97M-V/def2-TZVPD",
  "homo_lumo_gap_ev": 5.475,
  "multiplicity": 1,
  "charge": -1,
  "homo_ev": -3.72,
  "total_energy_ha": -5599.212301,
  "max_force_ev_per_a": 0.7,
  "species": ["C", "C", "S", "C", "C", "C", "N", "C", "O", "C", "C", "Cl", "C", "C", "C", "O", "C", "Br", "C", "C", "C", "C", "C", "C", "C", "C", "C", "O", "C", "C", "I", "C", "C", "H", "H", "H", "H", "H", "H", "H", "H", "H", "H", "H", "H", "H", "H", "H", "H", "H", "H", "H", "H", "H", "H", "H", "H", "H", "H", "H", "H", "H", "H", "H", "H", "H", "H", "H", "H", "H", "H", "H", "H", "H", "H", "H", "H", "H", "H", "H", "H", "H", "H", "C", "C", "O", "C", "O", "C", "F", "F", "F", "H", "H", "H", "H", "H", "H"],
  "positions_angstrom": [[-6.15993, -0.10850, 1.98457], [-6.09465, -1.05847, 0.78935], [-4.45777, -1.24304, 0.05443], [-3.56302, -1.80727, 1.52749], [-2.14561, -2.23346, 1.16878], [-2.06627, -3.38472, 0.15513], [-3.16302, -4.34619, 0.26115], [-3.70616, -4.76577, -1.02960], [-1.38352, -1.19578, 0.59577], [-0.97270, -0.15560, 1.45814], [-1.81228, 1.11360, 1.15442], [-0.94878, 2.38047, 0.22928], [-2.45596, 1.73027, 2.41324], [-1.68430, 2.85259, 3.11788], [0.57152, -0.06934, 1.39075], [0.99198, -0.58043, 0.14733], [2.17330, -0.02789, -0.36824], [3.14422, -1.50750, -1.19452], [1.90887, 1.05998, -1.38484], [3.15770, 1.72749, -1.97887], [3.05552, 2.05688, -3.46461], [2.01099, 3.10381, -3.85440], [0.55321, 2.62221, -3.80575], [-0.36454, 3.35126, -4.79181], [-1.61786, 2.57516, -5.23066], [-2.26640, 1.65769, -4.18566], [-3.26796, 2.37228, -3.28062], [-4.54857, 2.41713, -3.90081], [-5.61624, 2.19454, -3.01119], [1.19195, -0.83278, 2.59456], [1.61957, -2.88694, 2.15427], [2.42412, -0.14397, 3.19167], [2.03425, 1.10468, 4.00794], [-5.77771, -0.58541, 2.89051], [-7.19858, 0.17507, 2.18879], [-5.59514, 0.80858, 1.79560], [-6.73999, -0.70770, -0.01944], [-6.45206, -2.05195, 1.08451], [-4.09131, -2.65997, 1.96442], [-3.54898, -0.98990, 2.25815], [-1.65997, -2.58145, 2.09544], [-2.04038, -2.92817, -0.83890], [-1.09760, -3.87547, 0.30768], [-2.80844, -5.17256, 0.71847], [-4.18677, -5.74035, -0.92203], [-4.46129, -4.04793, -1.36291], [-2.93663, -4.85956, -1.80858], [-1.24636, -0.44112, 2.48092], [-2.60864, 0.79317, 0.48094], [-2.63903, 0.92716, 3.13228], [-3.43903, 2.11172, 2.11408], [-0.60383, 2.69583, 3.08380], [-1.91529, 3.82854, 2.68547], [-1.97201, 2.88823, 4.17332], [0.90957, 0.96650, 1.50136], [2.84832, 0.28907, 0.42970], [1.29824, 0.60277, -2.17385], [1.29175, 1.82292, -0.90823], [4.04818, 1.11306, -1.81329], [3.34275, 2.66693, -1.43890], [2.89147, 1.14078, -4.04652], [4.03913, 2.43680, -3.76808], [2.15135, 3.99663, -3.23092], [2.22537, 3.41416, -4.88522], [0.53581, 1.54285, -4.01164], [0.15879, 2.75036, -2.78827], [0.22383, 3.56879, -5.69210], [-0.64543, 4.33287, -4.39002], [-2.38762, 3.30221, -5.52076], [-1.39615, 2.00075, -6.13448], [-1.53315, 1.12545, -3.57599], [-2.84179, 0.88823, -4.71630], [-2.94809, 3.40448, -3.08536], [-3.34413, 1.84068, -2.32200], [-5.72174, 1.12605, -2.78877], [-6.52691, 2.55308, -3.49551], [-5.47565, 2.73571, -2.06943], [0.44000, -0.91762, 3.38254], [2.95817, -0.84825, 3.83194], [3.12661, 0.14567, 2.40718], [1.07457, 0.96061, 4.51202], [1.98007, 2.00070, 3.38393], [2.78559, 1.28826, 4.77896], [5.95308, -2.99147, 0.63222], [5.62657, -1.83833, 1.57902], [5.79286, -2.08559, 2.94963], [7.15269, -1.86506, 3.49381], [7.76625, -0.80667, 3.08926], [8.01015, -3.15163, 3.26715], [7.32188, -4.32358, 3.37649], [8.97209, -3.21857, 4.22091], [8.66252, -3.21377, 2.09272], [5.56782, -3.93348, 1.02766], [5.46724, -2.78088, -0.32511], [7.02208, -3.10265, 0.46145], [4.55684, -1.61738, 1.46466], [6.17806, -0.93432, 1.29342], [6.91832, -1.94626, 4.58763]],
  "forces_ev_per_a": [[-0.18, 0.02, -0.02], [-0.18, -0.11, 0.19], [0.04, 0.10, 0.00], [-0.08, 0.09, -0.07], [-0.06, -0.45, 0.25], [0.03, 0.15, 0.01], [0.16, -0.24, -0.07], [-0.09, 0.08, -0.02], [0.00, 0.12, -0.17], [-0.04, -0.10, -0.23], [-0.19, -0.13, 0.34], [-0.02, 0.12, -0.19], [-0.11, 0.30, -0.17], [-0.06, -0.11, 0.20], [0.08, -0.34, 0.61], [-0.07, 0.46, -0.30], [0.26, -0.04, 0.23], [-0.06, -0.01, -0.28], [-0.05, -0.14, -0.35], [0.03, 0.18, 0.25], [0.29, 0.07, -0.04], [-0.04, 0.00, -0.15], [-0.02, 0.05, 0.18], [0.20, 0.10, -0.09], [-0.31, 0.13, 0.09], [-0.37, -0.06, -0.20], [0.16, -0.21, 0.19], [0.03, 0.07, -0.16], [0.02, 0.05, -0.07], [0.13, 0.21, 0.11], [-0.10, -0.06, -0.03], [-0.06, 0.04, 0.16], [0.20, -0.17, -0.10], [0.07, 0.11, -0.10], [0.10, -0.06, -0.03], [-0.01, -0.10, 0.01], [0.08, 0.00, 0.03], [-0.01, 0.12, -0.08], [0.06, 0.07, -0.12], [0.11, -0.16, -0.05], [-0.05, 0.17, 0.02], [-0.12, -0.08, 0.05], [-0.02, 0.15, -0.15], [-0.01, -0.03, 0.15], [-0.04, 0.08, 0.02], [0.13, -0.04, -0.05], [-0.06, 0.01, 0.02], [0.12, 0.10, -0.05], [0.13, -0.07, 0.09], [-0.04, -0.05, -0.13], [0.08, -0.03, 0.13], [-0.05, 0.03, -0.03], [0.19, -0.13, -0.05], [0.00, 0.03, -0.11], [-0.21, 0.11, -0.03], [-0.07, 0.09, -0.08], [0.09, 0.06, 0.17], [-0.05, -0.16, 0.05], [-0.16, -0.06, -0.05], [0.02, -0.13, -0.03], [-0.04, 0.03, 0.10], [-0.10, -0.05, -0.05], [-0.08, -0.05, -0.07], [0.01, 0.00, 0.10], [0.00, 0.19, -0.07], [0.02, -0.21, -0.16], [-0.12, 0.03, 0.04], [0.03, -0.14, 0.08], [0.10, -0.11, -0.16], [0.11, -0.06, 0.13], [0.03, 0.13, -0.04], [0.10, 0.04, 0.14], [0.06, -0.06, 0.15], [0.03, 0.09, -0.08], [-0.01, 0.01, 0.07], [0.05, -0.06, 0.06], [-0.06, 0.03, 0.00], [0.14, 0.05, -0.05], [-0.01, 0.04, -0.07], [0.05, -0.18, 0.09], [0.00, 0.06, 0.00], [-0.13, -0.03, 0.06], [-0.03, 0.05, -0.10], [0.02, 0.09, 0.06], [-0.25, 0.34, -0.07], [-0.01, -0.51, -0.05], [0.24, 0.36, 0.17], [-0.09, -0.04, -0.06], [-0.11, -0.17, 0.05], [-0.02, 0.02, -0.01], [0.09, 0.00, 0.12], [0.00, 0.03, -0.12], [-0.05, 0.00, -0.01], [0.12, -0.14, 0.02], [-0.01, 0.02, 0.04], [0.03, 0.01, -0.04], [0.10, -0.06, 0.02], [-0.05, 0.06, -0.03]]
}



[2]
{
  "formula": "C24H65N3O9",
  "method": "wB97M-V/def2-TZVPD",
  "smiles": "COC[C@H](C)N.COCCNCCOC.COCCNCCOC.CCO.CCO.CCO.CCO",
  "homo_lumo_gap_ev": 9.152,
  "multiplicity": 1,
  "e_above_lowest_ev": 1.412,
  "homo_ev": -8.76,
  "total_energy_ha": -1794.646049,
  "max_force_ev_per_a": 2.6,
  "species": ["C", "O", "C", "C", "C", "N", "H", "H", "H", "H", "H", "H", "H", "H", "H", "H", "H", "C", "O", "C", "C", "N", "C", "C", "O", "C", "H", "H", "H", "H", "H", "H", "H", "H", "H", "H", "H", "H", "H", "H", "H", "C", "O", "C", "C", "N", "C", "C", "O", "C", "H", "H", "H", "H", "H", "H", "H", "H", "H", "H", "H", "H", "H", "H", "H", "C", "C", "O", "H", "H", "H", "H", "H", "H", "C", "C", "O", "H", "H", "H", "H", "H", "H", "C", "C", "O", "H", "H", "H", "H", "H", "H", "C", "C", "O", "H", "H", "H", "H", "H", "H"],
  "positions_angstrom": [[28.62358, 21.21535, -7.82212], [27.72068, 21.35861, -8.91382], [27.65820, 22.57547, -9.60393], [28.69672, 22.65006, -10.73674], [28.64926, 23.94975, -11.52248], [28.59622, 21.49084, -11.62908], [29.64028, 20.96433, -8.13044], [28.17247, 20.37781, -7.29222], [28.55607, 22.11526, -7.20399], [26.66853, 22.82145, -10.00797], [27.81339, 23.38488, -8.87367], [29.63585, 22.60204, -10.16928], [28.60119, 24.82538, -10.86718], [27.71140, 23.98383, -12.08267], [29.51512, 24.01572, -12.17414], [29.25062, 20.77197, -11.34559], [27.69340, 21.04468, -11.49741], [34.15161, 32.81123, -2.42779], [33.06031, 31.93264, -2.31072], [31.86791, 32.59283, -2.68284], [31.88982, 33.24190, -4.06736], [30.86382, 32.83099, -5.00930], [30.82577, 31.37731, -5.20791], [30.34721, 31.06021, -6.60212], [31.16208, 31.80503, -7.49228], [30.73966, 31.73750, -8.84688], [34.24145, 33.46662, -1.54944], [34.05570, 33.38575, -3.34487], [35.08819, 32.25844, -2.35527], [31.52874, 33.30706, -1.91747], [31.05493, 31.87004, -2.57861], [32.89329, 33.11540, -4.49337], [31.74044, 34.32317, -3.99932], [31.02225, 33.16512, -5.95195], [30.26924, 30.84471, -4.43444], [31.86164, 31.01719, -5.09514], [29.28057, 31.24155, -6.76895], [30.55791, 29.99705, -6.75925], [29.64907, 31.74827, -8.88448], [31.11059, 30.81837, -9.31368], [31.22696, 32.54150, -9.39372], [35.82927, 27.57799, -10.06515], [35.66966, 28.76001, -9.30171], [34.81748, 28.57254, -8.21007], [34.81957, 29.80711, -7.32401], [34.89179, 29.45311, -5.90860], [34.86442, 30.63654, -5.00475], [36.20325, 31.40731, -5.03598], [36.07794, 32.52207, -5.89061], [37.30624, 32.86000, -6.49940], [34.82887, 27.24934, -10.36501], [36.27403, 26.77185, -9.47148], [36.45644, 27.75620, -10.93308], [35.07392, 27.67743, -7.61493], [33.80271, 28.29313, -8.53677], [33.86160, 30.32116, -7.45630], [35.57830, 30.53093, -7.63891], [35.77526, 28.98530, -5.72145], [34.66577, 30.30304, -3.98862], [34.11307, 31.30355, -5.42367], [37.00390, 30.73926, -5.37558], [36.43492, 31.68438, -4.00099], [38.09291, 33.03905, -5.75655], [37.20296, 33.78777, -7.05804], [37.64217, 32.06211, -7.16989], [32.66550, 23.79738, -11.93711], [32.50759, 24.97173, -10.98597], [33.52193, 24.95630, -9.98735], [32.98899, 22.91680, -11.38221], [33.32105, 24.07703, -12.75826], [31.70409, 23.51675, -12.37374], [31.51289, 25.02553, -10.53325], [32.62322, 25.89654, -11.56823], [33.14636, 25.37813, -9.20405], [35.18378, 24.93510, -6.04886], [35.49031, 24.30650, -4.67721], [36.80657, 24.57832, -4.24897], [34.12428, 25.01744, -6.28069], [35.67438, 24.30701, -6.79335], [35.65957, 25.91903, -6.08263], [35.36000, 23.23463, -4.82625], [34.80520, 24.63641, -3.88813], [37.02821, 25.50376, -4.37533], [31.76797, 26.09998, -3.92034], [32.42998, 27.44519, -4.19768], [32.86651, 27.47479, -5.56815], [32.56428, 25.35854, -3.82325], [31.11949, 25.81649, -4.74919], [31.16950, 26.09012, -3.01026], [33.28500, 27.62119, -3.54490], [31.64464, 28.19444, -4.08144], [33.58800, 28.16431, -5.54157], [30.01514, 24.88172, -7.58019], [30.32850, 26.34676, -7.58739], [31.70075, 26.56665, -7.88493], [28.99681, 24.58900, -7.29532], [30.65411, 24.22376, -6.98128], [30.04653, 24.30944, -8.52091], [30.14876, 26.73370, -6.58216], [29.69334, 26.88028, -8.29790], [32.12414, 27.04514, -7.14242]],
  "forces_ev_per_a": [[-1.18, 0.14, -0.47], [-0.65, -0.55, -0.52], [0.59, 1.20, 0.19], [0.20, -0.15, 0.95], [-0.64, 0.03, 0.49], [0.04, -0.17, 0.08], [0.06, 0.22, 0.01], [0.44, -0.02, 0.34], [0.41, -0.06, 0.13], [-0.24, -0.87, 0.05], [0.26, 0.10, -0.20], [0.29, -0.05, -0.47], [0.31, -0.05, 0.09], [0.20, -0.09, -0.34], [-0.14, 0.10, -0.19], [0.10, 0.09, -0.03], [-0.07, 0.12, -0.14], [0.57, 0.10, 1.08], [-0.03, 0.06, -0.36], [-1.44, -0.12, 0.48], [-0.01, 0.94, -0.80], [-1.04, -1.32, 0.34], [0.81, 0.52, 0.37], [0.67, -0.77, 0.00], [-0.25, 0.35, -0.20], [0.51, -0.56, 0.32], [-0.49, 0.33, -0.16], [0.74, 0.14, 0.23], [-0.14, -0.31, -0.54], [0.69, 0.36, -0.02], [0.24, -0.35, -0.49], [-0.19, -0.27, -0.18], [0.30, 0.02, 0.33], [0.35, 0.66, 0.31], [-0.36, 0.12, -0.16], [-0.05, -0.36, -0.26], [0.03, 0.24, 0.05], [-0.32, -0.20, -0.14], [0.00, 0.28, -0.33], [-0.20, -0.20, 0.08], [-0.35, 0.28, 0.11], [-0.72, -0.18, 0.31], [0.69, 0.17, -0.13], [-0.34, -0.76, 0.31], [-0.75, 0.37, -0.14], [0.05, 0.07, 0.81], [1.03, -0.37, -1.15], [-0.77, -0.39, 0.36], [0.23, 0.08, -0.05], [0.34, 0.18, 0.16], [0.17, -0.26, -0.29], [0.02, 0.04, 0.08], [-0.02, 0.30, 0.02], [0.55, 0.17, -0.01], [-0.03, 0.41, -0.22], [0.06, 0.12, 0.06], [0.22, -0.26, -0.05], [-0.06, -0.18, -0.19], [-0.36, 0.09, -0.03], [-0.28, 0.06, 0.53], [0.02, 0.01, -0.09], [0.27, 0.40, -0.15], [-0.04, -0.11, 0.07], [-0.30, -0.08, -0.07], [-0.01, 0.01, -0.05], [-0.57, 0.00, 0.24], [0.11, 0.58, -0.27], [-0.18, -0.21, 0.13], [0.37, 0.05, -0.15], [0.30, -0.39, 0.10], [-0.02, 0.18, -0.08], [0.04, -0.26, 0.09], [-0.17, 0.02, 0.02], [-0.02, 0.09, 0.08], [0.67, -0.22, 0.48], [-0.72, 0.54, -0.55], [0.56, -0.62, 0.04], [-0.03, 0.05, 0.11], [-0.07, 0.17, -0.20], [-0.28, 0.14, -0.14], [0.32, -0.10, 0.52], [-0.21, -0.01, -0.19], [-0.24, 0.06, -0.09], [0.74, -0.14, 0.00], [-1.21, -0.57, -0.67], [0.75, 0.63, 0.91], [-0.25, -0.24, -0.05], [0.03, 0.04, -0.04], [0.09, 0.16, 0.08], [-0.14, 0.13, 0.17], [0.29, 0.46, 0.29], [-0.29, -0.25, -0.82], [-0.65, -2.44, -0.47], [0.52, -0.10, 0.44], [0.23, 0.13, -0.39], [-0.07, 0.77, 0.45], [0.25, 0.71, 0.47], [0.41, 0.93, -0.50], [-0.30, 0.18, -0.02], [0.01, 0.05, -0.01], [-0.22, -0.33, -0.05]]
}



Looking at LUMO level for the records above, in order, we have 1.75; 0.39 eV.